No. 1
{"formula": "C16H33ClP2Sr", "method": "ωB97M-V/def2-TZVPD", "symbols": ["P", "P", "C", "C", "H", "H", "H", "H", "C", "H", "H", "H", "C", "H", "H", "H", "C", "H", "H", "H", "C", "H", "H", "H", "Sr", "C", "C", "C", "C", "C", "C", "C", "C", "C", "H", "H", "H", "H", "H", "H", "H", "H", "H", "H", "H", "H", "H", "H", "H", "Cl", "C", "H", "H"], "positions_angstrom": [[0.7344, 2.4637, 1.2686], [-1.8430, -1.0987, 1.7958], [0.5450, 0.5913, 1.2723], [-0.5343, -0.3579, 0.6828], [0.7264, 0.2775, 2.3199], [1.4333, 0.4014, 0.6411], [-0.8006, -0.1856, -0.4405], [0.0915, -1.2434, 0.4395], [-0.8712, -2.6059, 2.2105], [-1.2011, -2.9477, 3.1950], [0.1812, -2.3049, 2.2920], [-0.9801, -3.3646, 1.4185], [-3.0167, -1.7079, 0.5370], [-2.6293, -2.5859, 0.0101], [-3.3812, -1.0278, -0.2640], [-3.9286, -2.0247, 1.0619], [2.4853, 2.6806, 1.4495], [2.6391, 3.6491, 1.9534], [2.8657, 2.6406, 0.4038], [2.8528, 1.8533, 2.0806], [0.2028, 3.2090, -0.2974], [-0.5891, 2.6618, -0.8690], [1.1461, 3.2823, -0.8593], [-0.1726, 4.2178, -0.0780], [-2.3764, 1.0465, -0.0298], [-0.4985, -1.7888, -2.1760], [0.2200, -2.4902, -1.2759], [1.7244, -2.6664, -1.4092], [2.5120, -1.4545, -1.8627], [1.9470, -0.1063, -1.4807], [1.0740, 0.5908, -2.2188], [0.6163, 0.0644, -3.5474], [0.0686, -1.3519, -3.5003], [-0.3196, 3.2014, 2.5548], [-1.5791, -1.6483, -2.0214], [-0.2523, -3.1852, -0.5528], [1.9665, -3.4971, -2.0918], [2.1199, -2.9848, -0.4366], [3.5068, -1.5202, -1.3982], [2.7054, -1.5218, -2.9544], [2.5554, 0.4170, -0.7358], [0.8366, 1.6531, -2.0640], [1.4300, 0.0563, -4.2874], [-0.1508, 0.7269, -3.9693], [-0.7543, -1.4430, -4.2197], [0.8267, -2.0824, -3.8376], [-1.3427, 3.0199, 2.2631], [-0.0693, 4.2807, 2.5225], [-0.0474, 2.7121, 3.5203], [-4.0979, 1.8816, 2.6085], [-2.9002, 0.6260, 3.0480], [-3.4704, -0.1276, 3.5903], [-2.2066, 1.1180, 3.7384]], "forces_ev_per_a": [[-3.01, -1.47, -0.26], [1.67, -1.28, 2.71], [0.35, 0.84, -0.21], [1.57, -1.27, -1.33], [0.08, 0.24, -0.44], [-0.31, -0.26, 0.78], [1.43, -0.34, 1.51], [-0.48, 0.56, 0.51], [0.30, -1.07, -1.11], [-0.03, -0.14, -0.35], [-0.10, -0.13, 0.06], [0.32, -0.42, 0.51], [-0.89, -0.51, -0.43], [0.12, 0.10, 0.06], [0.09, -0.60, 0.40], [0.16, 0.12, -0.07], [0.07, 0.19, 0.19], [0.37, -0.35, -0.44], [0.21, 0.10, 0.96], [0.14, 0.39, -0.33], [1.03, 0.57, 0.24], [0.58, 0.27, 0.28], [-0.33, 0.22, -0.35], [0.05, -0.23, -0.12], [-3.59, 3.09, -0.14], [-0.06, -1.24, 0.47], [-0.10, -0.87, -1.32], [-0.43, -0.81, 0.45], [0.74, 0.46, -0.44], [0.88, 0.69, -0.58], [0.73, 0.37, -0.77], [-0.56, 0.43, -0.49], [-0.48, -0.65, -0.10], [2.02, -0.03, 0.29], [0.45, -0.22, -0.20], [0.11, 1.03, -0.13], [-0.18, 0.04, 0.15], [-0.16, 0.00, -0.03], [-0.17, -0.02, -0.19], [-0.23, 0.27, 0.53], [-0.42, -0.10, 0.08], [0.26, -0.83, 0.22], [0.16, 0.26, 0.28], [0.13, -0.07, 0.27], [0.13, 0.08, 0.00], [-0.28, 0.29, 0.30], [-0.48, -0.05, 0.07], [-0.39, -0.46, 0.37], [-0.45, 0.59, -0.50], [-1.43, 1.66, -0.11], [-0.01, 1.04, -1.10], [0.12, -0.21, -0.18], [0.30, -0.26, 0.07]], "largest_force_ev_per_a": 4.7, "homo_lumo_gap_ev": [3.35, 3.37], "relative_energy_ev": 6.3276, "lumo_ev": [-0.1, -0.1]}

No. 2
{"formula": "C16H33N11O2Tm", "method": "ωB97M-V/def2-TZVPD", "symbols": ["Tm", "N", "C", "C", "N", "C", "C", "N", "H", "H", "H", "H", "H", "H", "H", "H", "H", "H", "H", "H", "H", "N", "C", "C", "N", "C", "C", "N", "C", "C", "N", "H", "H", "H", "H", "H", "H", "N", "C", "C", "C", "C", "N", "C", "N", "N", "C", "O", "O", "H", "H", "H", "H", "H", "H", "H", "H", "H", "H", "H", "H", "H", "H"], "positions_angstrom": [[12.2199, 11.3309, 9.0023], [9.9946, 11.9409, 9.4576], [9.3210, 11.4868, 10.6915], [9.8940, 10.1663, 11.2299], [11.3489, 10.1579, 11.1380], [11.9274, 10.7062, 12.4020], [12.3995, 12.1668, 12.3106], [12.7748, 12.6192, 10.9595], [9.8028, 12.9645, 9.2818], [9.6021, 11.4297, 8.6236], [8.2652, 11.3454, 10.6027], [9.4442, 12.2913, 11.4508], [9.5008, 9.3881, 10.5647], [9.5021, 9.8672, 12.2155], [11.6340, 9.1421, 11.1040], [12.8040, 10.0540, 12.6845], [11.2101, 10.5427, 13.2674], [13.2163, 12.3031, 13.0485], [11.5780, 12.8366, 12.6460], [13.8045, 12.7068, 10.8976], [12.4728, 13.6428, 10.8768], [16.4542, 9.5655, 8.8363], [16.9712, 10.7729, 9.1781], [15.9369, 11.6840, 9.2386], [14.7589, 11.0241, 9.0369], [15.0626, 9.7180, 8.7858], [14.0227, 8.7681, 8.5075], [12.7259, 8.9818, 8.8360], [11.9899, 7.8697, 8.4687], [12.8611, 6.8732, 8.0564], [14.1238, 7.4548, 8.0764], [16.8638, 8.6520, 8.8970], [18.0550, 11.0296, 9.2125], [15.9767, 12.7636, 9.3330], [10.9622, 7.8557, 8.6792], [12.6963, 5.8767, 7.6974], [15.0044, 6.9866, 8.0252], [12.7264, 13.4042, 7.7188], [12.0953, 13.3379, 6.3761], [11.4415, 14.7497, 6.1015], [10.3293, 15.1571, 7.0773], [9.0411, 15.3535, 6.3718], [8.5044, 14.0687, 5.8976], [7.4247, 13.8173, 5.1999], [6.4684, 14.7612, 5.0457], [7.2598, 12.5452, 4.7110], [11.2213, 12.0819, 6.2427], [10.3265, 12.0402, 5.4101], [11.4997, 11.0963, 7.0323], [12.3704, 14.2240, 8.2346], [13.7501, 13.6551, 7.7067], [12.8742, 13.2354, 5.6199], [11.0423, 14.8122, 5.0615], [12.3108, 15.4044, 6.0828], [10.5822, 16.1444, 7.4691], [10.2608, 14.4821, 7.9500], [9.0496, 16.0739, 5.5469], [8.2801, 15.8523, 6.9499], [9.2897, 13.3686, 5.7815], [6.2985, 15.3889, 5.8196], [5.5419, 14.4680, 4.6590], [8.0747, 11.9400, 4.7682], [6.6937, 12.4026, 3.8882]], "forces_ev_per_a": [[1.25, -1.30, 0.92], [-1.00, 0.53, -1.37], [0.53, 0.61, 1.96], [-0.89, -0.23, -1.43], [0.64, -1.21, 0.86], [0.96, -1.21, 0.86], [-0.98, 0.38, 1.46], [0.62, 2.41, -0.48], [-0.05, -1.56, 0.30], [0.16, 0.73, 0.92], [-0.75, 0.12, -0.43], [0.03, -0.44, -0.47], [0.19, -0.08, -0.08], [0.16, 0.56, -0.18], [-0.29, 1.55, 0.00], [-0.72, 0.68, -0.47], [0.77, 0.53, -1.00], [-0.41, 0.04, -0.53], [0.48, -0.45, -0.14], [-0.57, -0.24, 0.12], [0.50, -1.80, 0.23], [-3.02, 0.09, 0.36], [1.40, 1.64, -0.39], [0.34, -0.86, -0.07], [-0.69, -1.81, -0.73], [1.77, 2.30, 0.46], [-1.99, -2.90, 0.60], [1.11, 0.70, -1.30], [2.56, -0.38, 0.36], [0.10, 1.59, 0.17], [-0.66, 1.59, 0.61], [0.70, -0.03, -0.13], [-1.08, -0.72, 0.11], [0.16, -0.30, 0.21], [-1.12, -0.28, -0.15], [0.01, -0.19, 0.05], [0.25, -0.55, -0.51], [1.32, 0.61, 1.24], [-0.13, 1.37, -0.28], [0.18, -1.52, -1.12], [1.10, 0.85, 0.17], [-2.54, 0.26, -0.82], [2.29, -0.71, 0.29], [-1.12, -0.88, -0.35], [-1.37, -0.86, -0.36], [0.52, 1.21, 0.20], [-0.32, -0.20, -0.20], [0.02, 0.32, 0.11], [0.00, 0.45, -0.24], [-0.16, -0.43, -0.42], [-1.24, -0.66, -0.52], [0.08, -0.20, 0.01], [0.36, -0.34, 0.66], [-0.20, 0.38, 0.30], [0.02, -0.07, 0.26], [-0.24, 0.16, -0.36], [0.90, -0.26, -0.31], [-0.19, -0.12, 1.06], [-1.24, 0.47, -0.18], [0.45, 0.27, -0.09], [1.38, 0.16, 0.27], [-0.12, 0.16, -0.13], [-0.23, 0.05, 0.10]], "largest_force_ev_per_a": 3.6, "homo_lumo_gap_ev": [8.52, 8.53], "total_charge": 3, "s2": 2.002, "relative_energy_ev": 0.9769, "multiplicity": 3, "lumo_ev": [-8.0, -8.0]}

No. 3
{"formula": "C16H33N5O6PdSSe2", "method": "ωB97M-V/def2-TZVPD", "symbols": ["Pd", "O", "C", "C", "C", "O", "C", "Se", "C", "Se", "H", "H", "H", "H", "H", "H", "H", "H", "H", "H", "N", "C", "C", "C", "N", "H", "H", "H", "H", "H", "H", "H", "H", "H", "H", "C", "C", "S", "O", "O", "C", "C", "N", "C", "N", "C", "C", "N", "O", "O", "C", "H", "H", "H", "H", "H", "H", "H", "H", "H", "H", "H", "H", "H"], "positions_angstrom": [[-0.9745, -1.1906, 0.2836], [-3.1189, 4.1451, 2.1342], [-3.7298, 3.1723, 1.3101], [-2.9244, 1.8650, 1.1551], [-2.9967, 1.0776, 2.4678], [-2.6005, 1.8401, 3.6173], [-3.6215, 1.0927, 0.0322], [-3.2887, -0.8340, -0.0862], [-1.4769, 2.2302, 0.7976], [-0.5223, 1.0483, -0.4503], [-2.9853, 3.7216, 2.9929], [-3.8447, 3.6330, 0.3259], [-4.7340, 2.9240, 1.6799], [-2.4018, 0.1651, 2.3996], [-4.0319, 0.7840, 2.6519], [-1.6395, 1.8817, 3.6365], [-3.3780, 1.5501, -0.9258], [-4.7030, 1.1538, 0.1762], [-0.8740, 2.3514, 1.6967], [-1.4690, 3.1994, 0.2980], [-1.7732, -4.3583, -1.9949], [-3.1049, -4.3675, -1.3607], [-3.0334, -4.9170, 0.0632], [-2.4815, -3.9431, 1.1038], [-1.1991, -3.3184, 0.6834], [-1.7643, -3.7113, -2.7741], [-1.5455, -5.2745, -2.3623], [-3.8259, -4.9560, -1.9374], [-3.4757, -3.3425, -1.3463], [-2.4340, -5.8347, 0.0545], [-4.0380, -5.2046, 0.3814], [-2.3266, -4.4793, 2.0425], [-3.2078, -3.1526, 1.2892], [-0.9104, -3.7399, -0.2031], [-0.4731, -3.4934, 1.3664], [2.3833, 3.9971, -2.3867], [3.8951, 3.8779, -2.2733], [4.4630, 2.1920, -2.2278], [3.8101, 1.4527, -3.2821], [5.9001, 2.1872, -2.1455], [3.8165, 1.5562, -0.6876], [4.1732, 0.0717, -0.5956], [3.1517, -0.6149, 0.1911], [2.0165, -1.0924, -0.3524], [1.1436, -1.4335, 0.5905], [1.7342, -1.1808, 1.7877], [2.9717, -0.6632, 1.5595], [3.9100, -0.2018, 2.5289], [3.6184, -0.3730, 3.6954], [4.9092, 0.3779, 2.1322], [1.7525, -1.1513, -1.8114], [2.1091, 5.0410, -2.5330], [1.8776, 3.6456, -1.4872], [2.0179, 3.4217, -3.2352], [4.3064, 4.3642, -1.3882], [4.4104, 4.2844, -3.1463], [2.7312, 1.6786, -0.7209], [4.2305, 2.1293, 0.1407], [5.1513, -0.0809, -0.1568], [4.1561, -0.3743, -1.5882], [1.2459, -1.3375, 2.7334], [1.7404, -0.1487, -2.2435], [0.7749, -1.6057, -1.9604], [2.5085, -1.7368, -2.3360]], "forces_ev_per_a": [[0.01, -0.11, -0.28], [0.00, 0.02, 0.02], [-0.01, 0.01, 0.02], [-0.04, 0.01, 0.05], [0.02, -0.02, -0.01], [0.00, 0.05, -0.01], [-0.03, -0.06, -0.02], [0.02, 0.05, 0.04], [0.05, 0.07, -0.08], [-0.05, 0.11, 0.19], [0.01, -0.01, -0.02], [0.00, -0.01, -0.01], [0.00, 0.00, 0.00], [0.00, 0.01, 0.00], [0.01, -0.02, 0.00], [-0.01, -0.03, 0.01], [0.01, -0.01, 0.00], [-0.01, -0.01, -0.03], [0.02, -0.02, -0.02], [0.01, 0.00, -0.01], [-0.01, 0.06, 0.08], [0.00, -0.06, -0.02], [0.07, 0.00, 0.00], [0.04, -0.12, -0.06], [-0.10, 0.04, 0.04], [0.02, -0.02, 0.00], [-0.01, 0.01, 0.01], [0.00, 0.00, 0.01], [0.00, 0.04, 0.02], [0.00, 0.01, -0.01], [0.01, 0.00, 0.02], [-0.03, 0.05, 0.01], [-0.01, 0.02, -0.01], [0.00, 0.08, 0.00], [-0.01, -0.10, -0.01], [0.01, 0.02, 0.01], [0.01, -0.07, -0.02], [-0.05, 0.06, 0.12], [-0.01, -0.01, -0.03], [0.01, 0.02, 0.00], [0.05, 0.02, -0.11], [-0.01, 0.05, -0.02], [0.07, -0.10, -0.03], [-0.11, 0.08, -0.02], [0.14, -0.14, 0.07], [0.00, 0.09, 0.05], [-0.07, -0.06, -0.01], [-0.07, 0.30, 0.09], [0.05, -0.11, -0.07], [0.00, -0.12, 0.00], [-0.01, -0.02, 0.00], [0.01, 0.00, 0.00], [-0.01, -0.01, 0.00], [-0.01, 0.00, 0.00], [0.00, -0.01, 0.01], [-0.01, -0.01, -0.01], [-0.01, 0.00, 0.01], [0.03, 0.00, -0.01], [-0.02, 0.00, 0.01], [0.01, -0.02, 0.01], [0.02, -0.03, 0.00], [0.01, -0.01, -0.02], [0.01, 0.01, -0.01], [0.01, -0.01, 0.02]], "largest_force_ev_per_a": 0.3, "homo_lumo_gap_ev": 6.44, "relative_energy_ev": 0.0762, "lumo_ev": -0.9}

No. 4
{"formula": "C16H33NO5S", "method": "ωB97M-V/def2-TZVPD", "symbols": ["C", "C", "N", "H", "H", "H", "C", "S", "O", "C", "H", "H", "H", "H", "H", "H", "C", "C", "O", "C", "H", "H", "H", "H", "H", "H", "C", "C", "O", "C", "H", "H", "H", "H", "H", "H", "C", "C", "O", "C", "H", "H", "H", "H", "H", "H", "C", "C", "O", "C", "H", "H", "H", "H", "H", "H"], "positions_angstrom": [[3.8123, 1.6242, -2.1342], [3.1879, 2.7792, -2.8353], [2.7532, 3.6766, -3.3799], [3.7849, 1.8338, -1.0649], [4.8081, 1.8038, -2.5393], [3.4505, 0.6273, -2.3859], [0.4667, 5.6773, -1.5416], [0.8051, 4.9353, 0.1282], [1.3245, 5.9113, 1.2151], [-0.9463, 4.7242, 0.7910], [0.0003, 6.6609, -1.4868], [-0.0951, 4.9937, -2.1782], [1.4234, 5.8320, -2.0406], [-1.5720, 4.4009, -0.0409], [-1.2917, 5.7122, 1.0952], [-0.9551, 4.0882, 1.6763], [-5.8900, 1.6448, 0.9043], [-4.6157, 2.0712, 0.1795], [-4.6565, 2.4965, -0.9903], [-3.2685, 1.9656, 0.9211], [-5.8337, 1.5745, 1.9906], [-6.2057, 0.6563, 0.5705], [-6.7120, 2.2929, 0.6003], [-2.4771, 1.3714, 0.4642], [-3.5399, 1.5048, 1.8709], [-2.9906, 3.0043, 1.0998], [0.8214, -0.6316, 1.3977], [1.6797, 0.2851, 0.5710], [2.5475, -0.2045, -0.1536], [1.4416, 1.7398, 0.6318], [1.2946, -0.9164, 2.3375], [0.7952, -1.5337, 0.7864], [-0.1905, -0.2348, 1.4798], [1.9121, 2.1796, 1.5112], [0.3897, 1.9619, 0.8110], [1.6906, 2.3596, -0.2295], [1.4345, -6.2309, 2.0152], [0.3838, -5.1758, 2.0795], [0.7117, -3.9789, 2.2056], [-0.9969, -5.6298, 2.1164], [1.2576, -6.8717, 1.1514], [1.4373, -6.8408, 2.9186], [2.4564, -5.9146, 1.8060], [-1.6045, -4.9687, 2.7344], [-1.2081, -6.5653, 2.6344], [-1.4750, -5.5586, 1.1395], [1.3117, -1.9141, -2.5855], [0.9055, -3.3454, -2.5885], [0.7166, -3.8419, -3.6838], [0.8408, -4.1527, -1.3108], [1.2694, -1.5450, -3.6103], [2.2819, -1.8207, -2.0977], [0.6548, -1.2385, -2.0376], [1.6233, -4.9115, -1.3193], [-0.0459, -4.7796, -1.2170], [0.8964, -3.5837, -0.3828]], "forces_ev_per_a": [[0.36, 1.68, -0.86], [-0.06, -2.30, 1.10], [-0.78, 1.51, -0.54], [0.15, -0.37, -0.18], [0.56, -0.81, 0.52], [-0.19, 0.42, -0.02], [1.09, 0.56, 0.02], [-1.91, 1.77, 1.32], [-0.08, -1.07, -2.07], [0.35, 0.18, -0.34], [-0.28, -0.18, 0.56], [-0.12, -0.38, 0.52], [0.25, -0.26, 0.17], [0.18, -0.40, 0.09], [0.38, 0.18, -0.14], [0.26, -0.23, -0.38], [-0.05, 0.12, -0.28], [0.11, 0.36, -2.74], [0.13, -0.87, 2.79], [-1.50, -0.14, 0.61], [0.24, 0.27, -0.07], [0.29, -0.18, -0.22], [0.13, 0.15, 0.09], [-0.24, 0.25, -0.42], [0.55, 0.09, 0.23], [0.29, -0.13, 0.08], [0.02, -0.15, -0.92], [1.54, -1.78, -1.10], [-1.06, 1.03, 1.01], [-0.91, 1.75, 0.38], [-0.21, 0.25, 0.11], [-0.19, -0.20, 0.31], [0.07, -0.08, 0.50], [0.41, -0.13, 0.12], [-0.33, -0.33, 0.04], [0.56, -0.60, -0.24], [0.77, -0.62, -0.95], [2.51, 2.51, 1.08], [-1.01, -2.05, -0.56], [-2.38, 0.35, 0.79], [-0.52, -0.44, 0.14], [-0.18, -0.07, -0.03], [-0.15, 0.72, 0.48], [0.22, 0.62, -0.09], [0.58, -0.50, -0.70], [0.15, -0.46, -0.17], [-0.09, 0.88, 0.34], [-0.31, -0.47, -1.14], [-0.17, -0.44, 0.79], [-0.16, -0.36, 0.42], [0.49, -0.20, 0.02], [0.17, 0.14, -0.21], [-0.24, -0.28, 0.43], [0.40, 0.24, -0.05], [-0.36, 0.26, -0.49], [0.27, 0.18, -0.19]], "largest_force_ev_per_a": 3.7, "homo_lumo_gap_ev": [7.12, 2.98], "total_charge": 1, "s2": 0.757, "multiplicity": 2, "lumo_ev": [-4.2, -8.3]}